# 1
C3H7N5 | wB97M-V/def2-TZVPD

```
15
Properties=species:S:1:pos:R:3
N -2.38082 0.23352 -0.48110
C -1.63798 -0.72602 0.26711
C -0.13403 -0.59487 0.15967
N 0.69013 -1.50760 -0.15546
N 2.06668 -1.22066 -0.13060
C 2.39496 0.00369 -0.11777
N 1.53364 1.05606 -0.12339
N 0.35088 0.72474 0.44100
H -2.16821 1.19936 -0.08716
H -2.06492 0.26565 -1.46373
H -1.92292 -0.74107 1.36705
H -1.85704 -1.72125 -0.09292
H 3.43073 0.16934 -0.20438
H 1.56156 1.81321 -0.80742
H 0.13736 1.04590 1.42910
```

Its spin multiplicity is 1. The energy relative to the best compared isomer or geometry (same formula, charge and spin) comes out at 273.1 kJ/mol. As for the highest occupied orbital energy: -8.6 eV. The SMILES is NCC1=NN=CNN1.

These are the natural (NBO) partial charges, in e, on atoms 1 to 5: atom 1 (N): -0.81, atom 2 (C): -0.28, atom 3 (C): 0.37, atom 4 (N): -0.31, atom 5 (N): -0.30

# 2
C4H2F6O | wB97M-V/def2-TZVPD

```
13
Properties=species:S:1:pos:R:3
C 1.22869 2.59269 0.07156
C 0.66162 -1.33668 0.17009
C -0.01866 -0.17780 -0.63120
C -1.34026 0.08849 0.02267
O 1.32012 2.86783 1.17741
F -0.07659 -1.93103 0.96976
F 1.60700 -0.68414 0.89652
F -0.35929 -0.64067 -1.88507
F -2.20828 -0.83460 -0.20580
F -1.89645 1.33771 -0.38181
F -1.25905 0.18280 1.40312
H 1.04470 0.51541 -1.12684
H 1.29643 -1.98004 -0.48042
```

Its spin multiplicity is 1. The energy relative to the best compared isomer or geometry (same formula, charge and spin) comes out at 159.2 kJ/mol. As for the highest occupied orbital energy: -12.0 eV.

These are the natural (NBO) partial charges, in e, on atoms 1 to 5: atom 1 (C): 0.50, atom 2 (C): 0.54, atom 3 (C): 0.04, atom 4 (C): 0.94, atom 5 (O): -0.49

# 3
C7H8N4O2P | wB97M-V/def2-TZVPD

```
22
Properties=species:S:1:pos:R:3
C -2.24661 -3.24538 0.86166
C -0.88992 -1.47608 1.64419
C -0.75093 -1.94360 -0.73427
C 0.09601 -0.49004 1.53470
C 0.34805 -1.08152 -0.82463
C -1.30231 -2.26150 0.56358
C 0.72815 -0.28582 0.31678
N -3.17158 -3.88012 1.08286
N 1.56665 0.77436 0.13109
N -0.79628 2.60288 0.15036
N 0.42626 2.64055 -0.10384
O -1.70546 2.39100 -0.64556
O 0.63870 2.58132 -1.45740
P 2.71939 1.05390 -0.83115
H -1.39780 -1.72576 2.66516
H -1.10295 -2.56262 -1.50029
H 0.44407 0.14708 2.29507
H 0.85325 -0.83129 -1.83091
H -0.78509 2.70798 1.19491
H -0.16002 2.34332 -2.08143
H 3.36928 2.19886 -0.55431
H 3.11914 0.34249 -1.87655
```

Its spin multiplicity is 1. The energy relative to the best compared isomer or geometry (same formula, charge and spin) comes out at 195.0 kJ/mol. As for the highest occupied orbital energy (alpha / beta): -13.2 / -13.2 eV. The net charge is +1.

These are the natural (NBO) partial charges, in e, on atoms 1 to 5: atom 1 (C): 0.22, atom 2 (C): -0.15, atom 3 (C): -0.14, atom 4 (C): -0.16, atom 5 (C): -0.18

# 4
C14H23Cl2N3NiS | wB97M-V/def2-TZVPD

```
44
Properties=species:S:1:pos:R:3
Ni 0.21826 -0.70424 0.06587
Cl 0.31614 1.23698 1.16554
C 1.51056 0.62988 -0.05045
Cl 1.00654 -1.98984 -1.50201
H 2.47337 0.48814 0.42970
H 1.50852 1.30750 -0.89791
C -1.96799 -4.18748 1.93841
C -2.67510 -3.60036 0.76408
C -3.81380 -4.17877 0.25222
C -4.44350 -3.60761 -0.85158
C -3.96559 -2.46075 -1.47658
C -2.81782 -1.84611 -1.02048
C -2.30210 -0.61943 -1.67990
C -2.13098 -2.41113 0.12950
N -1.03782 -1.91039 0.62350
H -2.49992 -5.05943 2.31474
H -1.87478 -3.44512 2.73087
H -0.95137 -4.46827 1.66581
H -4.22345 -5.07373 0.70215
H -5.34327 -4.07363 -1.23688
H -4.49723 -2.05156 -2.32603
H -2.94536 -0.31961 -2.50551
H -1.29084 -0.80583 -2.05454
H -2.21305 0.20929 -0.97468
C 1.50865 0.80394 -3.86957
N 0.10642 0.70838 -4.24288
C -0.26309 -0.58211 -4.81038
C -0.80271 1.59904 -3.78525
S -0.48531 2.67333 -2.54369
N -2.03555 1.54600 -4.40718
C -3.13753 2.29335 -3.82788
C -2.08699 1.54030 -5.86605
H 2.10542 0.40236 -4.69067
H 1.71310 0.21442 -2.97364
H 1.77411 1.84269 -3.69954
H 0.20892 -1.36666 -4.21538
H 0.07324 -0.67506 -5.84667
H -1.34077 -0.71454 -4.77310
H -3.17870 2.13446 -2.75425
H -4.06211 1.93868 -4.28693
H -3.03872 3.36895 -4.00495
H -1.16030 1.17136 -6.29050
H -2.24954 2.55854 -6.23640
H -2.90867 0.91187 -6.21451
```

Its spin multiplicity is 1. The energy relative to the best compared isomer or geometry (same formula, charge and spin) comes out at 0.0 kJ/mol. As for the highest occupied orbital energy (alpha / beta): -7.9 / -7.9 eV.

These are the natural (NBO) partial charges, in e, on atoms 1 to 5: atom 1 (Ni): 0.78, atom 2 (Cl): -0.03, atom 3 (C): -0.58, atom 4 (Cl): -0.63, atom 5 (H): 0.20

# 5
C37H28N10OSc | wB97M-V/def2-TZVPD

```
77
Properties=species:S:1:pos:R:3
Sc 0.00524 -0.25205 -0.47640
C 0.50792 6.25789 -2.02460
C -0.88624 6.28094 -1.97019
C -1.60462 5.07170 -1.80470
C -0.92216 3.86111 -1.70219
C -1.25672 2.48284 -1.33748
N -0.08857 1.76332 -1.26347
C 1.02243 2.56714 -1.51924
N 2.32059 2.15122 -1.60511
C 2.70294 0.84249 -1.38359
C 4.09026 0.43814 -1.57295
C 5.26886 1.10373 -1.81698
C 6.47316 0.40442 -1.80797
C 6.50731 -1.00243 -1.67123
C 5.30756 -1.68082 -1.47189
C 4.14667 -0.95836 -1.25907
C 2.81662 -1.45779 -1.03786
N 2.42177 -2.73904 -0.92802
C 1.12096 -3.06373 -0.78612
N -0.05707 -2.27266 -0.73559
C -1.19499 -3.11266 -0.56602
N -2.46105 -2.78279 -0.55662
C -2.84325 -1.46345 -0.63154
N -2.10687 -0.38538 -0.82221
C -2.94354 0.81976 -0.86593
N -2.52396 2.04411 -1.19872
C -4.31431 0.35366 -0.75263
C -5.52237 1.05768 -0.85757
C -6.64157 0.27741 -1.10194
C -6.63486 -1.14476 -1.06628
C -5.42835 -1.78629 -0.72789
C -4.28503 -1.03774 -0.63871
C -0.68899 -4.44473 -0.52811
C -1.34428 -5.67404 -0.36507
C -0.62473 -6.85263 -0.35700
C 0.76245 -6.86002 -0.54695
C 1.44063 -5.66405 -0.71336
C 0.71042 -4.45064 -0.73073
N 1.97999 -0.33721 -1.13076
C 0.56999 3.92559 -1.72618
C 1.23330 5.06908 -1.94358
H 1.00187 7.20198 -2.25779
H -1.48636 7.14925 -2.20810
H -2.70056 5.13588 -1.66167
H 5.32475 2.22513 -1.86633
H 7.37629 0.98501 -2.01016
H 7.44651 -1.51096 -1.76054
H 5.16968 -2.71590 -1.40604
H -5.51648 2.15729 -0.90897
H -7.60644 0.73493 -1.38028
H -7.57576 -1.64620 -1.23767
H -5.34624 -2.84471 -0.57808
H -2.44256 -5.73418 -0.40011
H -1.14464 -7.79368 -0.16993
H 1.40658 -7.76665 -0.46012
H 2.54581 -5.65671 -0.86658
H 2.35361 5.12477 -2.06732
C -0.30009 -0.07686 4.88256
N -0.75888 0.19634 3.51962
C -1.83445 -0.68032 2.99577
C 0.17709 0.61715 2.61730
O 0.22396 0.05770 1.48091
N 1.01228 1.67855 2.90575
C 2.28038 1.74081 2.20385
C 0.77426 2.76111 3.85928
H -1.00246 -0.81620 5.28199
H -0.44664 0.83342 5.48112
H 0.73704 -0.44486 4.96188
H -2.32987 -1.25241 3.82216
H -1.42164 -1.32523 2.22377
H -2.60763 -0.06585 2.53420
H 2.31535 0.80318 1.67022
H 3.05860 1.83150 2.96286
H 2.27991 2.55719 1.47080
H 0.01179 2.48110 4.65891
H 0.31260 3.63130 3.31615
H 1.67682 3.07822 4.39304
```

Its spin multiplicity is 1. As for the highest occupied orbital energy (alpha / beta): -9.1 / -9.2 eV. The net charge is +1.

These are the Mulliken partial charges, in e, on atoms 1 to 5: atom 1 (Sc): 1.76, atom 2 (C): -0.66, atom 3 (C): -0.62, atom 4 (C): -0.21, atom 5 (C): 0.03

# 6
CF3Zn | wB97M-V/def2-TZVPD

```
5
Properties=species:S:1:pos:R:3
C -0.35637 -0.08611 -0.05680
F -0.98183 -0.56995 0.99817
F -1.32091 0.52154 -0.72767
Zn 1.56186 -0.29536 -1.07010
F 1.09724 0.42988 0.85640
```

Its spin multiplicity is 2. The energy relative to the best compared isomer or geometry (same formula, charge and spin) comes out at 41.4 kJ/mol. As for the highest occupied orbital energy (alpha / beta): -8.3 / -10.2 eV.

The computed natural (NBO) charges, all in e, follow: atom 1 (C): 0.55, atom 2 (F): -0.31, atom 3 (F): -0.33, atom 4 (Zn): 0.75, atom 5 (F): -0.66